Record 1
The following is a DFT calculation (ωB97M-V/def2-TZVPD) of a single C6H9NS molecule in a non-equilibrium geometry.

## Properties
Total charge ... 0
Energy above the lowest of the compared OMol25 structures with the same formula, charge and spin ... 86.8 kcal/mol
Gap between HOMO and LUMO ... 9.131 eV
Structure (SMILES) ... C1C[C@H]2S[C@@H]1[C@H]1N[C@H]12
LUMO ... 0.827 eV

Atoms and positions in Å:
C  -0.235702  -1.005185  1.049711
C  -1.394114  -0.209057  0.243931
C  -0.776441  1.115813  -0.234163
S  0.346117  1.588472  1.156841
C  0.959025  0.002642  0.852611
C  1.348875  -0.113503  -0.592301
N  0.448383  -0.644395  -1.640305
C  0.214282  0.692581  -1.327515
H  -0.417707  -0.764453  2.139816
H  -0.063823  -2.099092  0.843546
H  -1.757991  -0.748556  -0.618940
H  -2.045251  0.182851  0.947868
H  -1.305685  2.013433  -0.581659
H  1.699225  -0.323275  1.474996
H  2.481274  -0.050574  -0.673101
H  -0.463768  -1.109021  -1.219680
H  0.963300  1.471319  -1.821657

Cartesian forces (eV/Å) of the 2 atoms listed first:
C -0.73 2.48 1.25
C 1.61 0.29 0.32

From a natural (NBO) analysis of the wavefunction, the atomic charges in e read: atom 1 (C): -0.42, atom 2 (C): -0.44, atom 3 (C): -0.35, atom 4 (S): 0.23, atom 5 (C): -0.42, atom 6 (C): -0.11, atom 7 (N): -0.57, atom 8 (C): -0.11, atom 9 (H): 0.22, atom 10 (H): 0.23, atom 11 (H): 0.20, atom 12 (H): 0.24, atom 13 (H): 0.26, atom 14 (H): 0.23, atom 15 (H): 0.22, atom 16 (H): 0.36, atom 17 (H): 0.23

Record 2
The following is a DFT calculation (ωB97M-V/def2-TZVPD) of a single C6H9NS molecule in a non-equilibrium geometry.

## Properties
Total charge ... 0
Energy above the lowest of the compared OMol25 structures with the same formula, charge and spin ... 167.6 kcal/mol
Gap between HOMO and LUMO (spin up / spin down) ... 6.902 / 6.903 eV
Structure (SMILES) ... C=S1(=C)CC=CC=N1
LUMO (spin up / spin down) ... -0.573 / -0.573 eV

Atoms and positions in Å:
C  -1.974312  0.119939  1.349223
S  -0.924025  0.256807  0.026756
C  -1.709684  0.304216  -1.441723
C  0.151758  -1.183277  0.206100
C  1.584078  -0.956387  -0.200102
C  2.210218  0.231864  -0.143771
C  1.448782  1.462663  0.064737
N  0.181703  1.598186  -0.088652
H  -1.468704  0.162690  2.253678
H  -2.875636  0.759237  1.591815
H  -1.172747  -0.011487  -2.197936
H  -2.696136  -0.157591  -1.424325
H  -0.187879  -2.074753  -0.303632
H  -0.011047  -1.248673  1.242559
H  2.010216  -1.848266  -0.652683
H  3.270725  0.315009  -0.159375
H  2.162692  2.269827  -0.122672

Cartesian forces (eV/Å) of the 2 atoms listed first:
C -0.96 0.68 -1.09
S -2.33 0.40 -1.66

From a natural (NBO) analysis of the wavefunction, the atomic charges in e read: atom 1 (C): -0.98, atom 2 (S): 1.52, atom 3 (C): -1.00, atom 4 (C): -0.66, atom 5 (C): -0.12, atom 6 (C): -0.29, atom 7 (C): 0.08, atom 8 (N): -0.60, atom 9 (H): 0.21, atom 10 (H): 0.26, atom 11 (H): 0.20, atom 12 (H): 0.24, atom 13 (H): 0.26, atom 14 (H): 0.26, atom 15 (H): 0.22, atom 16 (H): 0.22, atom 17 (H): 0.19

Record 3
The following is a DFT calculation (ωB97M-V/def2-TZVPD) of C6H9NS as an isolated structure in a non-equilibrium geometry.

## Properties
Total charge ... 0
Energy above the lowest of the compared OMol25 structures with the same formula, charge and spin ... 81.9 kcal/mol
Gap between HOMO and LUMO ... 8.594 eV
LUMO ... 0.874 eV

Atoms and positions in Å:
C  -0.427821  0.027492  -0.209643
C  0.016690  1.190694  -0.835535
C  0.872573  1.364844  0.537407
C  -0.320965  0.731175  1.257525
C  0.818705  -0.792796  -0.078780
C  0.888347  -2.193726  -0.122107
H  -1.668437  -1.209928  -1.399193
H  -2.415643  -0.146191  -0.160155
H  0.547283  1.307548  -1.843363
H  -0.690924  1.991909  -0.959370
H  1.415653  2.292205  0.874139
H  -0.437933  -0.011322  2.130489
H  -1.004681  1.456849  1.247188
H  1.855654  -2.611816  0.100658
H  -0.013220  -2.747923  -0.587714
N  -1.595821  -0.696987  -0.409701
S  2.160540  0.047973  0.458156

Cartesian forces (eV/Å) of the 2 atoms listed first:
C -0.29 -3.36 3.49
C 3.22 5.60 -2.09

From a natural (NBO) analysis of the wavefunction, the atomic charges in e read: atom 1 (C): 0.03, atom 2 (C): -0.41, atom 3 (C): -0.30, atom 4 (C): -0.40, atom 5 (C): -0.19, atom 6 (C): -0.45, atom 7 (H): 0.38, atom 8 (H): 0.38, atom 9 (H): 0.22, atom 10 (H): 0.21, atom 11 (H): 0.23, atom 12 (H): 0.24, atom 13 (H): 0.19, atom 14 (H): 0.20, atom 15 (H): 0.21, atom 16 (N): -0.83, atom 17 (S): 0.29

Record 4
The following is a DFT calculation (ωB97M-V/def2-TZVPD) of a single C6H9NS molecule in a non-equilibrium geometry.

## Properties
Total charge ... 0
Energy above the lowest of the compared OMol25 structures with the same formula, charge and spin ... 96.0 kcal/mol
Gap between HOMO and LUMO ... 8.999 eV
Structure (SMILES) ... C1=C[C@H]2CNC[C@@H]1S2
LUMO ... 0.794 eV

Atoms and positions in Å:
C  -0.289715  -0.886579  1.162427
C  -0.515080  0.395491  1.324296
C  -0.846143  1.037038  -0.064554
C  0.473790  1.342774  -0.661786
N  1.390266  0.173765  -0.483537
C  0.853211  -1.142178  -0.871018
C  -0.603437  -1.348624  -0.298862
S  -1.921749  -0.123791  -0.764955
H  0.013598  -1.509060  2.002060
H  -0.907985  0.725374  2.408507
H  -1.200375  2.152462  0.177407
H  0.759920  2.316318  -0.081688
H  0.124417  1.677071  -1.617703
H  1.531621  0.235386  0.662648
H  0.698215  -0.914207  -1.904685
H  1.708474  -1.901634  -0.622954
H  -1.269024  -2.229603  -0.365609

Cartesian forces (eV/Å) of the 2 atoms listed first:
C -1.50 -1.46 0.27
C -2.72 0.97 2.31

From a natural (NBO) analysis of the wavefunction, the atomic charges in e read: atom 1 (C): -0.20, atom 2 (C): -0.26, atom 3 (C): -0.46, atom 4 (C): -0.25, atom 5 (N): -0.64, atom 6 (C): -0.25, atom 7 (C): -0.41, atom 8 (S): 0.26, atom 9 (H): 0.23, atom 10 (H): 0.25, atom 11 (H): 0.24, atom 12 (H): 0.21, atom 13 (H): 0.21, atom 14 (H): 0.37, atom 15 (H): 0.22, atom 16 (H): 0.23, atom 17 (H): 0.25

Record 5
The following is a DFT calculation (ωB97M-V/def2-TZVPD) of a single C6H9NS molecule in a non-equilibrium geometry.

## Properties
Total charge ... 0
Energy above the lowest of the compared OMol25 structures with the same formula, charge and spin ... 28.9 kcal/mol
Gap between HOMO and LUMO ... 9.377 eV
Structure (SMILES) ... C=C1C=C[C@@H](S)[C@H]1N
LUMO ... 0.717 eV

Atoms and positions in Å:
C  2.275276  -0.127818  -0.684017
C  1.139619  0.297582  -0.091842
C  0.545789  1.692455  -0.226458
C  -0.725944  1.720368  0.155091
C  -1.180940  0.360389  0.528002
S  -2.522490  -0.034752  -0.647989
C  0.089445  -0.584395  0.545518
N  0.089001  -1.888082  -0.073149
H  3.043375  0.534495  -1.092434
H  2.475146  -1.221012  -0.729319
H  1.171478  2.578547  -0.528375
H  -1.367075  2.581413  0.167846
H  -1.639530  0.316711  1.527121
H  -2.892914  -1.113109  -0.022665
H  0.339341  -0.790346  1.619174
H  -0.463800  -2.456247  0.532149
H  -0.375772  -1.866200  -0.978661

Cartesian forces (eV/Å) of the 2 atoms listed first:
C -0.48 -0.58 0.68
C 0.53 1.25 -1.41

From a natural (NBO) analysis of the wavefunction, the atomic charges in e read: atom 1 (C): -0.38, atom 2 (C): -0.04, atom 3 (C): -0.19, atom 4 (C): -0.21, atom 5 (C): -0.36, atom 6 (S): -0.03, atom 7 (C): -0.09, atom 8 (N): -0.81, atom 9 (H): 0.20, atom 10 (H): 0.22, atom 11 (H): 0.22, atom 12 (H): 0.23, atom 13 (H): 0.22, atom 14 (H): 0.11, atom 15 (H): 0.21, atom 16 (H): 0.35, atom 17 (H): 0.37

Record 6
The following is a DFT calculation (ωB97M-V/def2-TZVPD) of a 2-piece molecular cluster, C6H9O2 overall in a non-equilibrium geometry.

## Properties
Total charge ... -1
Energy above the lowest of the compared OMol25 structures with the same formula, charge and spin ... 52.8 kcal/mol
Gap between HOMO and LUMO ... 7.291 eV
LUMO ... 4.152 eV

Atoms and positions in Å:
C  -2.106964  0.159966  -0.029328
C  -0.077287  -1.853129  -0.338260
C  0.158572  -1.392962  1.089932
C  -0.072140  -0.369744  -0.000532
C  0.768709  2.013273  -0.071646
C  0.894156  0.562315  -0.644967
O  -2.369602  1.131121  0.696785
O  -2.647805  -0.626373  -0.769396
H  0.787951  -2.163796  -0.922394
H  -1.070436  -2.446454  -0.646119
H  -0.651692  -1.511303  1.859840
H  1.217728  -1.621712  1.641272
H  1.234095  2.137486  0.932374
H  -0.258615  2.200079  0.109002
H  1.408021  2.791196  -0.596525
H  1.997012  0.303019  -0.582579
H  0.788297  0.687021  -1.727457

Cartesian forces (eV/Å) of the 2 atoms listed first:
C 1.95 0.76 0.89
C -1.56 -0.50 -0.43

From a natural (NBO) analysis of the wavefunction, the atomic charges in e read: atom 1 (C): 0.90, atom 2 (C): -0.45, atom 3 (C): -0.44, atom 4 (C): -0.24, atom 5 (C): -0.61, atom 6 (C): -0.41, atom 7 (O): -0.74, atom 8 (O): -0.70, atom 9 (H): 0.17, atom 10 (H): 0.22, atom 11 (H): 0.21, atom 12 (H): 0.16, atom 13 (H): 0.18, atom 14 (H): 0.24, atom 15 (H): 0.18, atom 16 (H): 0.16, atom 17 (H): 0.19

> Which formula does entry 6 have?

C6H9O2

> Which of these has the highest energy above the lowest of the compared OMol25 structures with the same formula, charge and spin?

number 2